1.
Computed, not measured: a 3-piece molecular cluster, C2H9O3 overall, with ωB97M-V with the def2-TZVPD basis set.

XYZ file:
```
14
Properties=species:S:1:pos:R:3:forces:R:3
C 0.44936 -0.81632 -0.35466 -1.838 -0.902 0.233
O -0.73626 -0.35811 0.22677 -0.127 -0.197 -0.145
C 1.55946 -0.95166 0.67902 0.173 1.138 -0.263
H 0.70340 -0.10855 -1.15893 0.596 -0.279 -0.106
H 0.21911 -1.83546 -0.83040 0.606 0.937 0.305
H 1.25650 -1.44526 1.60281 -0.265 -0.316 -0.247
H 1.84286 0.08300 0.99005 0.144 -0.742 -0.300
H 2.37059 -1.49037 0.19242 0.530 0.056 0.292
H -2.28477 1.30385 -1.32273 -0.039 0.291 -0.575
H -1.71362 0.00918 -1.04903 0.315 -0.008 -0.833
O -2.07952 0.52605 -1.86200 -0.144 -0.215 1.339
H -0.78673 2.11434 1.61478 0.343 -0.141 -0.515
H -0.52212 0.97207 0.47833 0.210 0.346 0.584
O -0.27826 1.99724 0.79356 -0.503 0.030 0.232
```
Positions in Å, forces in eV/Å.

**LUMO level**: 4.45 eV
**Kohn-Sham gap**: 0.3100 Ha
**Energy**: -8363.0728 eV
**Total charge**: -1
**Multiplicity**: 1
**Relative energy (zero: lowest compared OMol25 entry of this formula, charge and spin)**: 24.39 kJ/mol

=====

2.
Computed, not measured: C32H39N5O5Rh as an isolated structure, with ωB97M-V with the def2-TZVPD basis set.

XYZ file:
```
82
Properties=species:S:1:pos:R:3:forces:R:3
Rh 0.22332 -0.22908 -0.15399 -0.833 -0.440 -0.659
O -3.44844 -5.39075 2.97907 -0.038 -0.020 0.147
C -2.90172 -4.42627 3.53433 0.328 0.352 -0.432
O -2.52210 -4.24264 4.70870 -0.145 -0.083 0.050
C -2.55394 -3.22716 2.58210 -0.167 -0.394 0.324
C -2.34238 -1.95915 3.11052 0.052 0.222 -0.133
C -1.92833 -0.94051 2.27260 -0.111 -0.160 0.054
N -1.67048 -1.13292 0.97346 0.182 0.006 0.158
C -1.90164 -2.34660 0.45580 0.033 0.008 -0.170
C -2.37945 -3.40417 1.21728 -0.040 0.098 -0.055
C -1.47894 -2.54089 -1.00261 -0.269 -0.176 0.275
O -2.19999 -3.18774 -1.75033 0.186 0.048 0.080
O -0.34256 -2.01230 -1.29346 0.245 0.419 -0.029
H -2.46486 -1.79499 4.17288 -0.010 -0.057 0.013
H -1.74626 0.05632 2.65498 0.062 0.111 -0.032
H -2.56702 -4.36872 0.76574 -0.020 0.007 0.007
N -2.90403 3.02559 1.64053 -0.057 0.013 0.045
C -1.89442 2.36388 0.99479 -0.099 0.062 -0.093
O -0.78286 2.28823 1.48657 -0.063 0.010 0.037
C -2.27952 1.80255 -0.36283 0.277 -0.103 0.014
C -1.08562 1.34861 -1.17047 0.481 -0.235 0.463
H -2.76091 3.27782 2.60316 0.048 -0.034 0.023
H -3.84996 2.92470 1.31956 -0.019 -0.028 -0.021
H -2.85694 2.58235 -0.87798 -0.109 -0.021 0.025
H -2.95426 0.95932 -0.18792 -0.028 0.029 0.054
H -0.46964 2.20326 -1.46416 -0.031 -0.042 -0.037
H -1.37789 0.76186 -2.04348 -0.002 0.065 -0.054
C 2.04098 4.26403 -0.04309 0.008 -0.073 0.057
C 2.57106 3.18859 0.86876 0.107 0.214 0.006
C 3.58986 3.43492 1.79158 -0.175 -0.149 -0.091
C 4.02396 2.42489 2.64931 0.091 -0.043 0.111
C 5.11710 2.68732 3.65705 -0.079 -0.037 -0.061
C 3.45550 1.16482 2.58559 0.083 0.042 0.150
C 2.44089 0.86254 1.64432 0.306 0.348 0.028
C 2.03177 1.92641 0.80587 -0.139 -0.302 -0.030
N 1.82085 -0.32623 1.43830 -0.536 0.158 -0.319
C 2.06889 -1.50321 2.27171 0.142 -0.283 0.106
C 1.63208 -1.24200 3.73024 -0.033 0.092 0.019
C 1.83094 -2.50389 4.57425 0.042 -0.063 0.055
C 0.97644 -3.65129 4.03132 0.020 0.074 -0.035
C 1.38522 -3.92923 2.58342 0.057 -0.088 0.039
C 2.85096 -4.36731 2.54413 -0.078 0.096 0.017
C 3.71575 -3.23178 3.09731 0.045 -0.093 0.031
C 3.30739 -2.91318 4.53902 -0.027 0.055 -0.039
C 3.54012 -1.97960 2.23252 0.072 0.069 0.035
C 1.20336 -2.66118 1.74964 0.029 0.072 0.025
H 2.58011 5.20231 0.08720 0.009 0.004 -0.004
H 0.98344 4.43644 0.16596 0.000 0.010 -0.014
H 2.12409 3.95452 -1.08653 -0.009 0.028 -0.010
H 4.03940 4.41997 1.85190 0.002 0.014 -0.004
H 5.44209 3.72655 3.62373 0.014 0.002 0.016
H 5.98224 2.05137 3.46029 0.026 0.027 0.023
H 4.77078 2.46813 4.66845 0.024 0.020 0.012
H 3.81009 0.42565 3.28829 -0.065 0.086 -0.055
H 1.22040 1.70904 0.11292 0.224 0.367 -0.030
H 0.57748 -0.95202 3.72522 0.013 -0.010 -0.015
H 2.19364 -0.41271 4.16555 -0.033 -0.025 -0.005
H 1.53746 -2.28438 5.60488 -0.014 0.011 -0.011
H -0.08750 -3.40893 4.09165 0.018 -0.057 0.039
H 1.14053 -4.54635 4.63876 -0.079 -0.006 0.011
H 0.74533 -4.71232 2.16953 0.002 0.013 -0.006
H 3.14976 -4.59646 1.51556 0.018 -0.018 0.009
H 2.98840 -5.27301 3.14254 0.015 -0.010 -0.014
H 4.76971 -3.52993 3.07437 -0.002 0.041 -0.014
H 3.93665 -2.10316 4.92770 0.000 -0.014 0.031
H 3.46373 -3.78760 5.17768 0.016 -0.004 -0.007
H 3.81333 -2.21332 1.20136 -0.015 0.039 -0.091
H 4.22436 -1.20277 2.57799 -0.027 -0.159 -0.085
H 0.16100 -2.35994 1.80960 -0.002 -0.001 -0.077
H 1.44157 -2.85869 0.69962 -0.052 0.025 -0.030
C 3.32421 -1.53278 -1.60942 -0.023 0.070 -0.051
C 2.76766 -0.41155 -2.40633 -0.018 0.100 -0.144
N 1.67683 0.26412 -2.13106 0.180 -0.218 0.251
C 1.50891 1.17168 -3.14817 0.007 0.111 -0.066
C 2.52300 1.05496 -4.04556 -0.047 0.031 -0.004
N 3.32174 0.04339 -3.56126 -0.044 0.011 0.001
H 2.70551 -1.62616 -0.72321 0.022 -0.101 0.087
H 4.35724 -1.33813 -1.31448 -0.006 -0.021 0.029
H 3.28151 -2.47099 -2.16519 -0.013 0.004 0.019
H 0.66420 1.83857 -3.17808 0.043 -0.030 0.018
H 2.74217 1.57750 -4.96001 -0.006 -0.020 0.012
H 4.15297 -0.30871 -3.99780 0.038 -0.066 0.018
```
Positions in Å, forces in eV/Å.

**⟨S²⟩**: 6.05
**LUMO level (alpha / beta)**: 2.12 / 0.55 eV
**Kohn-Sham gap (alpha / beta)**: 0.2351 / 0.2053 Ha
**Energy**: -54515.4059 eV
**Total charge**: -1
**Multiplicity**: 5

=====

3.
Computed, not measured: C8H19NO as an isolated structure, with ωB97M-V with the def2-TZVPD basis set.

XYZ file:
```
29
Properties=species:S:1:pos:R:3:forces:R:3
C 1.80216 1.82048 -0.80216 8.285 3.184 3.230
C 0.57644 1.45919 -1.20724 -6.296 0.037 -5.308
C -1.79298 2.72609 -1.20921 0.461 3.059 0.363
C 2.24813 -2.59837 -0.06923 0.877 1.559 5.083
C 0.72539 -2.30161 -0.06452 0.803 -0.121 -2.425
C 0.09828 -1.59000 1.12578 1.087 0.901 -1.139
C -1.30638 -1.24834 0.78343 -0.350 1.034 -5.397
C -2.00213 -0.36251 1.74315 -2.845 1.235 3.252
H 1.75858 2.32546 0.20718 0.243 -0.787 -0.716
H 2.28428 2.79859 -1.45146 -1.290 -3.291 1.284
H 2.47270 0.89812 -0.69301 -0.426 1.652 -0.572
H -0.34744 2.81096 0.16676 1.523 -0.038 0.884
H -2.02627 2.26118 -2.20622 0.448 0.461 1.221
H -2.84939 2.88477 -0.54254 3.379 -1.292 -1.352
H -1.48967 4.03021 -1.37161 -0.855 -4.096 0.124
H 2.84273 -1.67774 -0.30311 -0.554 -0.797 -0.125
H 2.65821 -2.83627 1.09637 -1.236 0.573 -2.800
H 2.63442 -3.43011 -0.57693 0.022 -1.028 -1.240
H 0.12608 -3.19431 -0.25619 0.266 -0.339 0.214
H 0.59681 -1.74732 -1.06721 -0.258 -0.214 1.623
H 0.03257 -2.24482 1.94051 0.869 -0.846 1.703
H 0.65021 -0.60528 1.31919 -0.608 -1.434 0.239
H -1.95507 -2.14040 0.27062 1.500 1.982 1.702
H -0.99716 -0.59180 -0.18789 -1.642 -1.108 1.765
H -1.13835 0.26875 2.46837 -2.878 -1.565 -2.320
H -2.91046 0.44922 1.11425 3.014 -2.545 2.378
H -2.67285 -1.14895 2.61488 1.914 2.755 -2.565
N -0.43139 2.12883 -0.54469 -5.022 0.625 -1.595
O 0.41253 0.85599 -2.29726 -0.434 0.443 2.488
```
Positions in Å, forces in eV/Å.

**LUMO level**: 0.63 eV
**Kohn-Sham gap**: 0.3796 Ha
**Energy**: -12135.3833 eV
**Total charge**: 0
**Multiplicity**: 1
**Relative energy (zero: lowest compared OMol25 entry of this formula, charge and spin)**: 697.35 kJ/mol

=====

4.
Computed, not measured: C8H11N as an isolated structure, with ωB97M-V with the def2-TZVPD basis set.

XYZ file:
```
20
Properties=species:S:1:pos:R:3:forces:R:3
C -2.36369 -0.70710 -0.12680 1.451 2.671 -0.729
C -1.24547 0.01989 0.19168 -1.491 -2.314 -0.557
C -0.07143 -0.24534 1.11659 0.463 1.231 2.727
C 0.75357 -1.36291 0.54127 0.928 -1.015 1.190
C 1.15937 -0.86541 -0.84596 -1.546 -3.148 -0.959
C 0.87815 0.55702 -0.74101 -1.311 1.430 0.636
C 0.78419 1.01146 0.70532 -1.079 -0.693 0.092
C -0.63209 1.04063 -0.68182 1.064 0.691 1.633
H -2.85142 -1.29685 0.66260 0.070 -0.183 -1.045
H -2.74063 -0.39643 -1.19639 -0.120 -1.051 2.521
H -0.09759 -0.26009 2.26105 -0.841 -0.285 -1.607
H 0.28043 -2.36141 0.59542 0.248 0.516 -0.158
H 1.65858 -1.36335 1.17550 -0.174 -0.430 -0.145
H 0.34547 -1.31929 -1.51872 1.632 0.378 0.203
H 2.19899 -1.18917 -1.11748 -1.103 0.471 -0.044
H 1.52220 1.11571 -1.30153 1.346 2.025 -1.763
H 1.67098 1.28190 1.23864 0.347 0.039 0.719
H 0.26996 2.81859 -0.01488 -0.937 -0.739 0.552
H -1.24791 1.47301 -1.41252 -0.540 0.265 -1.487
N -0.27165 2.04914 0.46901 1.593 0.140 -1.779
```
Positions in Å, forces in eV/Å.

**LUMO level**: 1.02 eV
**Kohn-Sham gap**: 0.3714 Ha
**Energy**: -9961.2694 eV
**Total charge**: 0
**Multiplicity**: 1
**Relative energy (zero: lowest compared OMol25 entry of this formula, charge and spin)**: 178.95 kJ/mol

=====

5.
Computed, not measured: C32H56N4O4PdSSi as an isolated structure, with ωB97M-V with the def2-TZVPD basis set.

XYZ file:
```
99
Properties=species:S:1:pos:R:3:forces:R:3
Pd 0.26999 1.32090 -0.09211 0.744 0.409 0.447
C 3.04639 0.77460 -2.01611 0.037 -0.101 -0.052
N 2.60129 1.71910 -0.99961 0.105 0.323 -0.289
C 3.48759 1.69370 0.16429 0.027 -0.020 0.143
C 2.42109 3.05910 -1.49341 -0.420 -0.182 0.392
C 3.15469 3.59450 -2.53551 0.069 0.102 -0.109
C 2.88289 4.86860 -3.01491 -0.025 -0.008 0.013
C 1.83989 5.59830 -2.47201 0.006 0.123 -0.091
C 1.12379 5.09750 -1.40091 -0.011 -0.208 0.253
C 1.42529 3.84200 -0.85711 0.797 0.743 -0.872
N 0.77869 3.29690 0.22079 -0.480 -1.271 -0.285
C 0.56839 3.94140 1.38579 0.025 0.625 0.847
C 1.04239 5.24370 1.66819 -0.035 -0.091 -0.144
C 0.81789 5.83570 2.88999 0.071 0.174 0.043
C 0.14179 5.16050 3.89409 -0.089 -0.091 -0.039
C -0.28781 3.86300 3.66089 -0.126 0.050 0.047
C -0.07981 3.24880 2.44209 0.080 -0.433 -0.337
N -0.41151 1.85790 2.23469 -0.031 0.245 0.019
C 0.41099 0.98840 3.07299 0.162 -0.143 0.139
C -1.83361 1.57880 2.38469 -0.106 0.035 0.041
H 4.12149 0.86770 -2.23001 -0.055 -0.009 -0.043
H 2.85249 -0.24020 -1.66441 0.006 0.082 0.025
H 2.47939 0.93900 -2.93301 0.035 -0.067 0.047
H 4.50609 2.01330 -0.10201 -0.036 -0.025 -0.022
H 3.10549 2.36120 0.93739 0.014 -0.043 -0.024
H 3.53019 0.68070 0.56479 -0.035 0.014 -0.006
H 3.95479 3.03300 -2.99471 0.005 -0.164 0.030
H 3.48469 5.28200 -3.81231 -0.041 -0.019 -0.072
H 1.58409 6.56510 -2.88521 -0.006 0.021 0.035
H 0.30089 5.65880 -0.98171 -0.038 0.046 0.018
H 1.60549 5.77560 0.91849 0.035 0.032 -0.059
H 1.18549 6.83520 3.07279 0.050 0.065 -0.017
H -0.03211 5.62640 4.85199 -0.004 0.041 0.073
H -0.78711 3.32240 4.45259 -0.016 -0.112 0.028
H 0.23969 1.14520 4.14879 -0.049 0.044 -0.067
H 0.19089 -0.05120 2.82509 0.036 0.077 -0.047
H 1.46489 1.18110 2.85559 -0.077 -0.051 0.046
H -2.19191 1.74310 3.41119 -0.003 -0.036 -0.006
H -2.38661 2.22960 1.70789 -0.055 -0.052 0.033
H -2.01241 0.53890 2.10489 0.000 0.019 0.005
C -5.09891 1.59340 -0.31941 -0.173 -0.135 -0.113
N -3.82971 2.24350 -0.55761 0.027 0.183 0.248
C -3.72921 3.63650 -0.18121 0.149 0.144 0.010
C -2.77431 1.63850 -1.15221 -0.044 -0.211 -0.288
C -2.98501 0.23840 -1.66491 0.134 0.131 -0.031
O -1.69281 2.21080 -1.27721 -0.276 0.121 -0.215
H -5.59271 2.08540 0.51819 0.020 -0.003 -0.013
H -4.95641 0.54770 -0.05141 -0.046 0.032 -0.030
H -5.76311 1.65660 -1.19061 0.022 -0.041 0.101
H -4.28011 4.26970 -0.88141 -0.021 0.045 0.016
H -2.68011 3.92630 -0.19391 -0.069 0.014 -0.012
H -4.13481 3.78620 0.82039 -0.009 0.005 0.014
H -4.00231 0.05430 -1.98911 -0.138 -0.043 -0.052
H -2.70931 -0.46010 -0.87221 0.002 -0.088 -0.027
H -2.30381 0.07530 -2.49841 0.044 0.013 0.112
C 3.09399 -2.15590 1.31469 -0.128 -0.185 -0.177
C 2.71679 -3.41260 0.52309 0.672 0.027 0.174
C 3.16139 -3.29650 -0.93301 -0.132 -0.049 0.239
C 3.36909 -4.65120 1.14799 -0.210 0.283 -0.143
O 1.32429 -3.59980 0.61629 0.098 -0.373 0.268
Si 0.06819 -2.98980 -0.20541 -0.124 1.173 0.219
S -0.26711 -0.93790 0.19429 -0.055 -0.703 -0.182
O 0.31379 -3.43030 -1.73881 0.226 -0.214 -0.146
C -0.39561 -3.31270 -2.94811 -0.164 0.065 -0.706
C 0.06039 -2.03310 -3.65881 -0.090 -0.221 0.227
C -1.90191 -3.28040 -2.70341 0.293 -0.080 0.037
C -0.02441 -4.54280 -3.78441 -0.075 0.277 0.240
O -1.23511 -3.78690 0.33699 -0.290 -0.419 -0.200
C -1.89851 -3.73230 1.58489 -0.484 0.045 0.543
C -2.46461 -5.12930 1.85069 0.170 0.336 -0.137
C -3.03681 -2.70820 1.49719 0.213 -0.180 -0.033
C -0.94071 -3.33910 2.70819 -0.048 -0.115 -0.175
H 4.14369 -1.91130 1.17249 0.184 0.029 0.007
H 2.90979 -2.31780 2.37459 -0.038 0.014 0.129
H 2.47449 -1.32250 0.98409 -0.012 0.064 -0.024
H 4.24589 -3.25580 -0.99341 0.140 0.044 -0.014
H 2.73559 -2.40640 -1.38631 -0.007 0.129 -0.128
H 2.79639 -4.15830 -1.48451 0.033 -0.065 -0.127
H 4.45179 -4.55460 1.13459 0.148 -0.006 0.017
H 3.08419 -5.53580 0.58399 -0.012 -0.117 -0.051
H 3.03699 -4.77340 2.17589 -0.045 -0.001 0.114
H -0.09111 -1.17590 -3.00421 -0.028 0.089 0.064
H -0.50361 -1.88720 -4.57671 -0.053 0.037 -0.146
H 1.11869 -2.10090 -3.90251 0.125 0.007 -0.025
H -2.16191 -2.38780 -2.14361 -0.113 0.158 0.093
H -2.18951 -4.14580 -2.11291 -0.109 -0.101 0.022
H -2.43841 -3.28460 -3.64941 -0.077 0.019 -0.091
H 1.05479 -4.59970 -3.90261 0.126 0.016 -0.014
H -0.48321 -4.49090 -4.76761 -0.081 -0.005 -0.155
H -0.36271 -5.44390 -3.28021 -0.049 -0.130 0.047
H -3.12121 -5.42740 1.03789 -0.086 -0.036 -0.115
H -3.02771 -5.13390 2.77989 -0.086 -0.033 0.136
H -1.65221 -5.84590 1.92069 0.116 -0.139 0.032
H -3.80051 -3.04670 0.80059 -0.103 -0.036 -0.109
H -2.63011 -1.76120 1.15119 0.005 0.094 -0.011
H -3.48671 -2.56020 2.47559 -0.130 -0.025 0.143
H -0.06931 -3.98710 2.68069 0.091 -0.082 0.117
H -1.43341 -3.42400 3.67379 -0.068 -0.017 0.108
H -0.60771 -2.31480 2.56159 0.067 0.112 0.069
```
Positions in Å, forces in eV/Å.

**⟨S²⟩**: 2.03
**LUMO level (alpha / beta)**: 0.59 / -1.82 eV
**Kohn-Sham gap (alpha / beta)**: 0.2816 / 0.1868 Ha
**Energy**: -70440.5536 eV
**Total charge**: 0
**Multiplicity**: 3
**Relative energy (zero: lowest compared OMol25 entry of this formula, charge and spin)**: 67.18 kJ/mol